No. 1
ORCA calculation (wB97M-V/def2-TZVPD) on a 21-piece molecular cluster, C42H84Cl42 overall in a non-equilibrium geometry.

For the gap between HOMO and LUMO, the calculation gives 10.21 eV. Its calculated total energy is -570862.5772 eV. For the HOMO energy, the calculation gives -10.2616 eV. As for the strongest force on any atom: 2.26 eV/Å. As for the molar mass: 2078.16 g mol⁻¹. The energy above the lowest of the compared OMol25 structures with the same formula, charge and spin is 24.2 kcal/mol.

The geometry in ORCA input format:
```
! RIJCOSX wB97M-V def2-TZVPD def2/J DEFGRID3
* xyz 0 1
Cl -0.22220 -7.33316 -5.79835
C -0.09646 -5.81306 -6.78075
C -1.32635 -4.99401 -6.45142
Cl -1.48679 -4.59890 -4.72669
H -0.07297 -6.12381 -7.82525
H 0.82043 -5.25116 -6.60273
H -2.25792 -5.48298 -6.73635
H -1.35724 -4.06564 -7.02175
Cl -0.97810 5.65219 -7.13740
C 0.29793 4.75870 -6.16093
C 0.19550 5.06869 -4.65792
Cl 0.85537 6.74966 -4.34608
H 1.27960 4.98235 -6.57856
H 0.19281 3.68265 -6.29942
H 0.74973 4.29221 -4.13064
H -0.82929 5.12796 -4.29133
Cl -2.74415 3.29853 5.05589
C -3.62199 4.03772 3.69883
C -2.70964 4.86994 2.83803
Cl -1.72342 3.80169 1.82666
H -4.39527 4.65553 4.15542
H -4.09162 3.19573 3.19031
H -2.10280 5.65308 3.29249
H -3.25033 5.53790 2.16753
Cl 6.09449 -1.81316 -1.71381
C 6.27564 -2.04851 0.07359
C 7.51790 -1.42965 0.69287
Cl 9.04746 -1.89867 -0.07631
H 6.33820 -3.12226 0.25038
H 5.39182 -1.67792 0.59283
H 7.49015 -1.66496 1.75680
H 7.48817 -0.35100 0.53883
Cl 0.99364 -1.72826 -1.50487
C 0.64626 -0.10294 -0.85100
C -0.58287 -0.07372 0.05256
Cl -1.98154 -0.95661 -0.59557
H 0.56051 0.57086 -1.70349
H 1.52483 0.30104 -0.34799
H -0.79579 0.99042 0.15431
H -0.40443 -0.36047 1.08892
Cl -2.25533 -6.10670 -0.25943
C -2.13270 -4.35455 0.06796
C -2.47452 -4.03537 1.52553
Cl -1.35018 -4.84549 2.64482
H -2.76963 -3.82679 -0.64189
H -1.12062 -4.09461 -0.24225
H -3.49967 -4.11760 1.88665
H -2.31046 -2.96728 1.66822
Cl 1.91910 -4.60575 7.33191
C 1.07191 -3.50971 6.19547
C 1.67317 -3.51366 4.76490
Cl 1.79992 -5.15567 4.19969
H 1.08662 -2.52982 6.67265
H 0.01092 -3.75937 6.20417
H 2.63748 -3.01847 4.65085
H 1.00075 -3.07412 4.02818
Cl -4.40539 -2.35870 -2.39020
C -5.91903 -2.32139 -3.28057
C -6.01067 -3.44153 -4.35711
Cl -4.76611 -3.12191 -5.56676
H -6.07769 -1.31141 -3.65854
H -6.69423 -2.51943 -2.54034
H -6.99413 -3.22068 -4.77200
H -6.07774 -4.46350 -3.98405
Cl -6.27555 1.06134 -2.69920
C -4.66432 0.86643 -1.92106
C -4.35206 1.94707 -0.84851
Cl -5.58927 1.74983 0.53266
H -3.89265 0.65896 -2.66239
H -4.62272 -0.05247 -1.33624
H -4.45969 2.95924 -1.23842
H -3.33347 1.77849 -0.49900
Cl 5.06875 1.32735 1.01171
C 6.24301 2.44229 1.66692
C 6.29086 2.51160 3.23327
Cl 6.79062 0.95740 4.03500
H 5.95025 3.33641 1.11651
H 7.17807 2.02458 1.29371
H 5.31340 2.83592 3.59033
H 6.94375 3.35874 3.44350
Cl 4.69388 1.18943 -6.50071
C 4.33623 0.79615 -4.80314
C 3.73905 2.01346 -4.00283
Cl 3.24794 1.40392 -2.36010
H 5.24276 0.44280 -4.31176
H 3.68801 -0.06362 -4.97257
H 2.85311 2.35923 -4.53541
H 4.46046 2.81276 -3.83312
Cl -1.23815 -1.19855 5.55084
C -1.05406 0.32799 6.42118
C -1.01006 0.03973 7.94705
Cl -2.53844 -0.54658 8.66562
H -1.83542 1.06735 6.24534
H -0.15308 0.81266 6.04510
H -0.74322 0.96557 8.45668
H -0.18781 -0.60012 8.26735
Cl -2.55685 5.12365 -1.24373
C -1.89788 6.80009 -1.31171
C -3.09457 7.78672 -1.33463
Cl -2.56999 9.50680 -1.53596
H -1.34395 6.88280 -2.24681
H -1.24033 6.90672 -0.44894
H -3.57296 7.77457 -0.35529
H -3.70582 7.52201 -2.19742
Cl 2.20366 -2.74308 -5.38453
C 2.26176 -3.96488 -3.97051
C 3.46853 -3.87015 -3.05279
Cl 4.85580 -4.19393 -4.10779
H 2.31750 -4.96163 -4.40811
H 1.30547 -3.83736 -3.46322
H 3.50307 -4.64980 -2.29184
H 3.67873 -2.88013 -2.64809
Cl 4.15331 5.50665 0.34928
C 3.91011 4.50463 -1.07045
C 2.79248 4.93279 -2.00992
Cl 1.21256 4.93559 -1.12379
H 3.73566 3.47215 -0.76771
H 4.83999 4.52318 -1.63886
H 2.78568 4.22744 -2.84091
H 3.00670 5.93871 -2.37092
Cl 2.01708 3.56837 4.55490
C 2.53332 4.86552 3.46679
C 1.32456 5.71054 3.08339
Cl 0.64308 6.62930 4.50251
H 2.92729 4.38725 2.57005
H 3.31388 5.47600 3.92084
H 0.52476 5.05531 2.73830
H 1.51417 6.44161 2.29746
Cl -3.14719 0.44462 3.35875
C -4.33928 -0.82034 3.81714
C -5.83234 -0.45193 3.63651
Cl -6.18281 1.02931 4.55429
H -4.04807 -1.16673 4.80876
H -4.20699 -1.64125 3.11236
H -6.48393 -1.19793 4.09149
H -6.09422 -0.30535 2.58864
Cl 3.72544 -1.15117 6.22027
C 3.39288 0.51393 5.48222
C 3.14076 0.43648 3.95808
Cl 1.49981 -0.07084 3.72044
H 4.33841 1.04862 5.57265
H 2.70799 1.08345 6.11045
H 3.83024 -0.26859 3.49377
H 3.40432 1.39392 3.50869
Cl -0.38998 1.74388 -3.90169
C 0.17495 0.20030 -4.58695
C -0.93630 -0.94491 -4.56105
Cl -2.42889 -0.57727 -5.60265
H 1.05041 -0.12180 -4.02310
H 0.48304 0.43544 -5.60572
H -1.29121 -0.92644 -3.53061
H -0.62201 -1.97119 -4.75097
Cl 2.73250 -3.58545 1.04351
C 3.21353 -5.34820 1.18874
C 2.13608 -6.38271 0.88651
Cl 1.57221 -6.07388 -0.81889
H 3.51932 -5.40408 2.23347
H 4.13917 -5.47110 0.62642
H 1.40458 -6.25709 1.68478
H 2.36877 -7.44696 0.85016
Cl -5.59905 -2.28174 0.93741
C -7.20819 -2.97989 0.79490
C -7.19444 -4.50021 0.56069
Cl -6.38718 -4.91570 -0.91850
H -7.80160 -2.49358 0.02065
H -7.71372 -2.80581 1.74477
H -8.23611 -4.78460 0.41185
H -6.69849 -5.00819 1.38779
*
```

---

No. 2
ORCA calculation (wB97M-V/def2-TZVPD) on a 9-piece molecular cluster, C29H32F8IO26 overall.

For the gap between HOMO and LUMO, the calculation gives 4.16 eV. Its calculated total energy is -113669.2277 eV. For the HOMO energy, the calculation gives -2.7866 eV. As for the strongest force on any atom: 0.81 eV/Å. As for the molar mass: 1075.44 g mol⁻¹.

The geometry in ORCA input format:
```
! RIJCOSX wB97M-V def2-TZVPD def2/J DEFGRID3
* xyz -1 1
O -2.43655 -0.44270 -1.15078
C -2.46668 -0.43788 -2.35954
O -3.43050 -1.18611 -2.97849
C -1.56626 0.37371 -3.24702
C -1.88666 0.40865 -4.74919
C -0.88654 1.27783 -5.54560
C -0.04140 0.42444 -6.49562
I 1.57682 -0.51779 -5.25451
H -3.05022 -1.57946 -3.78065
H -0.55375 -0.02955 -3.10742
H -1.59108 1.38088 -2.82373
H -1.80210 -0.60711 -5.16516
H -2.92786 0.71861 -4.90324
H -0.30843 1.87965 -4.84806
H -1.43256 1.95413 -6.21676
H 0.53920 1.12329 -7.11886
C 0.74952 2.18379 -0.50615
C 1.99167 2.93622 -0.93352
O 1.73296 3.21558 -2.30050
C 0.38288 3.24017 -2.47089
O -0.18692 3.60203 -3.44933
O -0.23269 2.76207 -1.37704
F 3.12517 2.20208 -0.83003
H 0.82471 1.11678 -0.71584
H 0.48202 2.36241 0.53020
H 2.15131 3.87961 -0.40519
C -3.11990 2.07012 1.98997
C -2.09359 1.02460 2.36991
O -1.73676 1.42246 3.68764
C -2.78230 2.09946 4.22548
O -2.87778 2.38658 5.37755
O -3.67909 2.41157 3.27310
F -1.01085 1.07748 1.57650
H -2.63097 2.95139 1.58049
H -3.89164 1.71651 1.31327
H -2.46150 -0.00232 2.39567
C 3.77176 -3.33240 -1.19764
C 4.46100 -2.23600 -0.41143
O 3.62537 -1.12022 -0.65022
C 2.37734 -1.58074 -0.91987
O 1.40054 -0.90313 -0.95670
O 2.40557 -2.90646 -1.14241
F 5.70938 -1.96249 -0.85549
H 4.11956 -3.32769 -2.23002
H 3.87572 -4.32490 -0.76957
H 4.51211 -2.41493 0.66483
C 4.77367 -2.61048 -5.93088
C 4.37658 -3.98877 -6.40473
O 5.20601 -4.83625 -5.62259
C 5.50750 -4.18138 -4.47526
O 5.97496 -4.70027 -3.51073
O 5.18065 -2.87951 -4.57601
F 4.65335 -4.20089 -7.71558
H 5.63122 -2.24626 -6.50008
H 3.95342 -1.89985 -5.96733
H 3.33212 -4.24352 -6.22074
C 0.24545 5.48452 4.61640
C -1.23730 5.75381 4.76983
O -1.69472 5.71740 3.42946
C -0.85201 4.91481 2.72558
O -1.09811 4.45310 1.65797
O 0.27103 4.68286 3.42937
F -1.49603 6.97548 5.29858
H 0.77911 6.41939 4.43559
H 0.68432 4.94153 5.44641
H -1.78247 5.00286 5.34554
C -4.65493 -5.34939 -1.66433
C -3.73337 -4.47844 -2.49075
O -4.11191 -4.81949 -3.81645
C -5.40052 -5.24719 -3.79787
O -6.08600 -5.39298 -4.75341
O -5.79500 -5.46637 -2.51903
F -2.42372 -4.76659 -2.31595
H -4.22321 -6.33745 -1.49391
H -4.92868 -4.89271 -0.71932
H -3.88105 -3.40870 -2.33603
C 1.86060 4.14285 9.98397
C 0.82924 5.11937 9.44985
O 1.05670 5.05473 8.05480
C 1.58714 3.83127 7.76393
O 1.66616 3.37625 6.67304
O 1.98741 3.22161 8.89984
F 1.03547 6.38398 9.88132
H 2.81264 4.65056 10.14599
H 1.55458 3.62229 10.88619
H -0.20781 4.84586 9.65125
C -1.24200 -2.84944 1.24496
C -1.85461 -4.22088 1.46985
O -0.80509 -5.08586 1.11347
C 0.37579 -4.43274 1.33540
O 1.43026 -4.96534 1.41349
O 0.13964 -3.11623 1.51519
F -2.94399 -4.46505 0.68877
H -1.36927 -2.51890 0.21127
H -1.61183 -2.08715 1.92480
H -2.14376 -4.43729 2.50064
*
```

---

No. 3
ORCA calculation (wB97M-V/def2-TZVPD) on C4H6N2 as an isolated structure in a non-equilibrium geometry.

For the gap between HOMO and LUMO, the calculation gives 9.95 eV. Its calculated total energy is -7221.1839 eV. For the HOMO energy, the calculation gives -9.2921 eV. As for the strongest force on any atom: 1.15 eV/Å. As for the molar mass: 82.11 g mol⁻¹. The energy above the lowest of the compared OMol25 structures with the same formula, charge and spin is 101.6 kcal/mol.

The geometry in ORCA input format:
```
! RIJCOSX wB97M-V def2-TZVPD def2/J DEFGRID3
* xyz 0 1
N 1.71486 -2.19140 -1.69549
C 0.80592 -1.58444 -1.31704
C -0.33397 -0.82017 -0.80120
C 0.07344 0.00615 0.40932
C 0.59791 1.37508 0.21463
N -0.98443 0.90338 0.87428
H -0.69694 -0.14540 -1.58267
H -1.14142 -1.51336 -0.54102
H 0.48060 -0.59438 1.22353
H -0.73605 1.81382 0.23213
H 1.16255 1.67847 1.10779
H -0.94249 1.07227 1.87574
*
```

---

No. 4
ORCA calculation (wB97M-V/def2-TZVPD) on C24H32BeIO3PSi as an isolated structure.

For the gap between HOMO and LUMO, the calculation gives 7.66 eV. Its calculated total energy is -57221.4764 eV. For the HOMO energy, the calculation gives -7.2599 eV. As for the strongest force on any atom: 0.08 eV/Å. As for the molar mass: 563.49 g mol⁻¹. The energy above the lowest of the compared OMol25 structures with the same formula, charge and spin is 0.0 kcal/mol.

The geometry in ORCA input format:
```
! RIJCOSX wB97M-V def2-TZVPD def2/J DEFGRID3
* xyz 0 1
Be -1.13558 -0.21062 -0.09864
I -1.42071 -2.67892 0.73257
C -3.03358 -2.69934 -0.62031
C -3.71510 -3.86100 -0.82164
C -4.81751 -3.85964 -1.70572
C -5.18903 -2.70679 -2.33228
C -4.48145 -1.49595 -2.12259
C -4.87350 -0.29578 -2.76231
C -4.18082 0.85810 -2.53463
C -3.05665 0.85785 -1.67990
C -2.60610 -0.27528 -1.03680
C -3.35864 -1.46827 -1.25253
H -3.42784 -4.77140 -0.31374
H -5.36454 -4.77843 -1.87095
H -6.04007 -2.69835 -3.00306
H -5.73292 -0.31167 -3.42209
H -4.48764 1.77841 -3.01703
H -2.52241 1.79397 -1.54439
C -1.96285 0.98243 3.01283
Si -0.62145 1.00693 1.67581
C -0.23788 2.82611 1.31110
C 0.93876 0.31704 2.52855
C 2.19287 0.92000 2.40297
C 3.33326 0.36128 2.96796
C 3.24824 -0.82699 3.68045
C 2.01220 -1.44314 3.83057
C 0.88015 -0.87376 3.26268
H -1.65932 1.54891 3.89666
H -2.19336 -0.03798 3.32872
H -2.88945 1.41611 2.62850
H 0.10184 3.36324 2.20066
H -1.13906 3.32323 0.94262
H 0.52414 2.92844 0.53463
H 2.28663 1.84492 1.84600
H 4.29052 0.85555 2.85273
H 4.13410 -1.26330 4.12465
H 1.93006 -2.36240 4.39830
H -0.07822 -1.36364 3.41313
C -1.04377 -1.17774 -4.13085
C -0.28595 -2.00074 -3.11441
O 0.84163 -1.28879 -2.55803
P 0.63485 -0.23735 -1.35241
O 0.69527 1.21854 -1.98212
C 1.81171 1.72762 -2.74569
C 1.52360 1.64487 -4.22673
O 2.06975 -0.33484 -0.66497
C 2.49707 -1.58087 -0.06880
C 3.84487 -1.95603 -0.63550
H -1.87622 -1.76374 -4.52449
H -0.39958 -0.88882 -4.96149
H -1.45670 -0.28099 -3.66754
H 0.14481 -2.89423 -3.56346
H -0.94753 -2.31271 -2.30375
H 2.71403 1.17839 -2.47795
H 1.93255 2.76087 -2.42305
H 1.44552 0.60685 -4.54636
H 2.33266 2.11943 -4.78413
H 0.59151 2.15745 -4.46532
H 1.76038 -2.36215 -0.27652
H 2.53804 -1.41909 1.00699
H 3.77861 -2.11032 -1.71281
H 4.20058 -2.87645 -0.17028
H 4.57102 -1.16741 -0.43685
*
```